# 1
23
Properties=species:S:1:pos:R:3:forces:R:3 method="wB97M-V/def2-TZVPD" mol_weight_g_mol=125.2 smiles=CN[C@H](C)CO.O.O
O -1.377938 -2.310433 -1.068431 -2.853 -2.950 0.330
O -3.027589 -2.073899 2.007745 0.089 0.438 0.076
O 2.964705 1.400887 -0.799114 0.161 0.978 1.473
N -0.539764 0.686050 -0.084747 0.143 0.141 -0.171
C 1.786504 1.634291 0.008885 0.534 -0.662 -1.380
C -0.924721 1.359508 -1.330038 -0.774 -1.350 0.211
C 0.874826 0.360339 0.030794 0.656 1.074 1.310
C 1.041031 -0.443825 1.320678 -0.414 -1.535 -0.320
H -1.992971 1.196297 -1.492660 -0.128 0.398 0.324
H -0.700073 2.417993 -1.433200 0.335 -0.001 -0.111
H 0.409468 -0.154222 2.155510 0.028 0.630 0.029
H -0.735042 1.260180 0.722308 -0.447 0.092 0.104
H 2.153954 1.944018 0.983129 -0.176 -0.155 0.217
H 2.044744 -0.635797 1.679482 0.401 0.570 -0.123
H -3.566846 -1.277998 1.906557 0.059 -0.252 0.001
H 2.749551 0.735145 -1.420344 -0.255 -0.940 -1.032
H -1.449771 -2.717523 -1.935465 0.532 0.513 0.024
H -2.140551 -1.771648 1.768827 -0.168 -0.198 -0.124
H -0.526269 0.716871 -2.107783 0.562 0.466 -0.514
H 0.687319 -1.453975 1.087067 -0.146 -0.057 0.070
H 1.272437 2.475423 -0.459616 -0.284 0.011 0.214
H 1.184283 -0.313574 -0.774934 -0.112 0.264 -0.306
H -0.771266 -1.643553 -0.975557 2.257 2.524 -0.301

# 2
23
Properties=species:S:1:pos:R:3:forces:R:3 method="wB97M-V/def2-TZVPD" mol_weight_g_mol=125.2 smiles=C[C@H](O)[C@@H](C)N.O.O
O 1.343504 2.345958 -1.427291 0.468 -0.252 -0.167
O 3.542842 0.349554 -0.528775 -0.040 -0.057 0.033
O -1.786292 -1.506942 1.328308 -0.023 -0.651 -0.232
N 0.539133 -1.420873 -0.190317 -0.207 -0.033 -0.218
C 0.008998 0.512501 1.210918 -0.958 0.107 0.307
C -0.351043 -0.259227 -0.060127 0.229 -1.399 0.398
C -1.782210 -0.904243 0.036884 -0.083 2.231 1.176
C -2.842359 0.202243 0.048881 0.246 -0.007 -0.070
H -2.595640 -2.002135 1.463621 -0.157 -0.054 -0.132
H -3.813212 -0.197394 0.340493 -0.143 -0.053 -0.300
H 1.484182 -1.300557 0.131616 0.085 0.231 -0.185
H 2.034882 2.857185 -1.866196 -0.243 0.154 0.041
H -2.039880 -1.583191 -0.774658 0.556 -0.377 -0.039
H -0.389919 1.522780 1.116611 0.482 0.175 0.039
H 0.523027 -1.788598 -1.130191 0.237 -0.047 -0.010
H 4.485415 0.525148 -0.455544 0.042 0.038 -0.067
H 1.809413 1.507104 -1.278700 -0.146 0.107 0.136
H -2.881513 0.694566 -0.923190 -0.258 0.005 -0.040
H 3.269185 0.134585 0.368447 -0.025 0.048 0.035
H -2.595290 0.951238 0.798131 0.101 0.052 0.041
H 1.070488 0.513427 1.452695 0.137 0.227 -0.406
H -0.255313 0.453963 -0.881344 -0.328 -0.200 -0.307
H -0.481483 0.096053 2.087080 0.025 -0.245 -0.034

# 3
23
Properties=species:S:1:pos:R:3:forces:R:3 method="wB97M-V/def2-TZVPD" mol_weight_g_mol=125.2 smiles=C[C@H](O)[C@@H](C)N.O.O
O 2.992902 1.695715 -0.845598 1.622 -0.323 -0.604
O -1.336757 -0.447861 -3.152302 0.059 1.235 0.820
O -1.457671 1.051014 -0.077667 -0.498 0.400 -0.431
N 1.021882 -1.468430 0.443043 -1.515 -0.389 -0.392
C -1.099512 0.038232 0.879852 -0.673 -0.264 -1.314
C 1.170656 0.330884 2.024974 0.190 0.275 0.054
C -1.943153 -1.250008 0.660272 0.075 0.309 -0.194
C 0.433930 -0.138528 0.769344 1.187 -0.853 1.199
H 0.598665 -2.198075 1.019402 0.404 0.322 0.653
H 2.185461 0.620697 1.741441 -0.145 0.306 0.111
H 0.594161 -1.762326 -0.436864 0.502 0.286 -0.403
H -1.114453 0.867918 -0.962834 0.157 -0.369 0.426
H -2.388361 -1.167110 -0.333390 -0.067 -0.143 0.070
H 3.751216 1.945947 -0.286667 -0.827 -0.087 -0.219
H 0.637050 1.116942 2.564841 0.226 0.212 -0.264
H 1.334834 -0.459916 2.742897 -0.279 -0.539 0.151
H -1.387955 -2.185724 0.686133 0.166 0.089 0.033
H 0.827079 0.457465 -0.049754 -0.553 0.327 -0.154
H -2.009854 -0.889872 -3.649017 -0.546 -0.612 -0.538
H 2.190806 1.942550 -0.423277 -0.762 0.505 0.811
H -1.799890 0.362370 -2.854212 0.405 -0.592 -0.304
H -2.744099 -1.355921 1.392829 -0.008 0.215 -0.057
H -1.511001 0.537970 1.757199 0.877 -0.310 0.544

# 4
23
Properties=species:S:1:pos:R:3:forces:R:3 method="wB97M-V/def2-TZVPD" mol_weight_g_mol=125.2 smiles="C=C(N)CC.O.O.O"
O -0.368059 1.858065 -1.916635 -2.857 -0.078 0.276
O -2.381903 1.313600 2.347535 -0.123 -0.136 0.127
O -2.910408 -0.578227 -0.092271 -0.378 -1.559 2.828
N 2.578074 0.354557 -0.327036 1.086 2.865 1.620
C 1.164688 -2.171892 -1.100852 -1.040 -1.711 -0.719
C 1.124485 0.114692 1.553152 -1.821 -1.970 -0.751
C 1.467428 -0.133600 0.278769 -2.413 -0.309 1.652
C 0.446198 -0.995153 -0.493422 -0.094 1.792 -0.969
H -1.581635 1.712630 2.760918 -0.617 -1.047 -1.273
H -2.802525 -1.098794 -0.897374 -0.019 -0.220 0.411
H -0.077590 -0.362890 -1.300988 1.039 -0.748 1.117
H -3.025916 -1.219919 0.732204 0.296 1.721 -3.066
H -0.405580 -1.257007 0.153175 0.793 0.010 0.070
H 3.232903 1.063818 0.080372 -1.480 -1.272 0.026
H -2.255403 0.707279 1.574726 0.766 1.239 0.977
H 1.589832 0.587985 2.310482 2.585 2.134 1.696
H 0.313834 -0.394812 2.092985 -0.256 0.007 -1.221
H 2.963206 0.006454 -1.124376 0.570 -1.446 -2.553
H 2.183648 -2.277212 -0.695261 -0.463 -0.307 -0.350
H 0.459787 2.043862 -1.569630 2.537 0.467 0.951
H 0.551584 -3.103103 -0.954332 0.892 0.570 0.353
H 1.138182 -2.129248 -2.196129 0.677 0.264 0.106
H -0.264676 1.607265 -2.812437 0.321 -0.267 -1.304

Ordered energy results: -441.82676; -441.85413; -441.83558; -441.80138; unit a.u..